Entry from the OMol25 dataset: a structure of composition C5H7NOS in a non-equilibrium geometry (the ωB97M-V functional and the def2-TZVPD basis).

Output
Spin multiplicity ... 1
ΔE to the lowest compared entry with this formula, charge and spin ... 5.973 eV
Electronic energy ... -722.6986 Eh
Gap between HOMO and LUMO ... 9.04 eV

Geometry as XYZ:
```
15
Properties=species:S:1:pos:R:3:forces:R:3
C -0.059272 -0.243631 2.866608 0.00 4.90 -4.83
C -0.204319 0.987674 1.871815 -0.02 -5.06 1.34
C 0.895304 -0.200348 -0.207576 1.67 -2.49 1.55
C 0.631889 -0.093717 -1.747817 -2.01 -1.27 -1.45
C -0.708068 -0.730962 -2.202680 -0.06 2.57 3.11
H -0.175265 -0.019275 3.887458 -0.06 0.29 1.13
H 0.318239 -1.304279 2.600991 -0.85 2.30 -0.21
H -0.582616 2.276300 1.939193 1.29 -4.76 0.19
H -0.365693 1.302308 -0.331606 0.07 -2.70 2.61
H 1.346355 -0.494225 -2.470862 0.58 0.91 0.62
H -1.366052 -0.926046 -1.201641 1.14 -0.08 -3.25
H -0.667868 -1.200545 -3.186378 -0.50 -0.55 0.78
N -0.132765 0.457514 0.429442 0.00 5.36 -0.56
O 1.754121 -0.982423 0.330138 -3.04 3.04 -2.45
S -0.683988 1.171657 -2.577087 1.77 -2.47 1.41
```
Positions in Å, forces in eV/Å.